# 1
Computed, not measured: a structure of composition C30H22BrF5N5O2SSeTi, with ωB97M-V with the def2-TZVPD basis set.

The value obtained for the HOMO energy (spin up / spin down) is -7.58 / -7.58 eV. As for the LUMO energy (spin up / spin down): 0.00393 / -0.00869 hartree. As for the strongest force on any atom: 0.2 eV/A. As for the total energy: -8303.24482 Eh. The spin multiplicity is 2. Its expectation value of S² is 0.760. As for the total charge: 0. The value obtained for the relative energy (zero: lowest compared OMol25 entry of this formula, charge and spin) is 6.5 kJ/mol. For the HOMO-LUMO gap (spin up / spin down), the calculation gives 7.68 / 7.34 eV.

Positions of all 68 atoms, in Å:
Ti1 -0.7001 0.6168 -0.3085
O1 0.0125 2.0644 0.6042
C1 0.0752 2.5631 1.8334
C2 0.7209 3.7793 2.0589
C3 0.7922 4.3012 3.3354
C4 0.2237 3.6275 4.4160
C5 -0.4147 2.4254 4.1981
C6 -0.4993 1.8729 2.9146
C7 -1.1721 0.6053 2.7416
N1 -1.2856 -0.0132 1.6222
N2 -1.9831 -1.2219 1.6968
C8 -2.0271 -1.7750 0.5285
O2 -1.4833 -1.2606 -0.5443
C9 -2.7697 -3.0493 0.3817
C10 -2.6696 -4.0442 1.3469
C11 -3.3568 -5.2363 1.1806
C12 -4.1539 -5.4325 0.0606
C13 -4.2626 -4.4347 -0.8988
C14 -3.5648 -3.2475 -0.7424
H1 1.1575 4.2926 1.2125
H2 1.2954 5.2463 3.4958
H3 0.2816 4.0437 5.4122
H4 -0.8638 1.8875 5.0249
H5 -1.6119 0.1304 3.6159
H6 -2.0373 -3.8785 2.2081
H7 -3.2670 -6.0167 1.9250
H8 -4.6924 -6.3633 -0.0645
H9 -4.8918 -4.5819 -1.7673
H10 -3.6393 -2.4602 -1.4837
C15 2.2210 -2.3553 -3.9280
C16 2.3045 -1.7670 -2.5497
C17 3.4235 -1.9211 -1.7382
C18 3.4321 -1.3894 -0.4672
C19 2.3066 -0.7102 -0.0307
Br1 2.2810 -0.0683 1.7363
N3 1.2387 -0.5161 -0.7902
C20 1.2525 -1.0464 -2.0223
H11 2.7671 -3.2971 -3.9800
H12 2.6512 -1.6783 -4.6685
H13 1.1859 -2.5505 -4.2082
H14 4.2783 -2.4846 -2.0922
H15 4.2706 -1.5223 0.1989
H16 0.3540 -0.8988 -2.6128
C21 1.3279 -6.5562 -2.0029
N4 0.4642 -5.4278 -2.2732
C22 -0.3820 -5.2892 -3.3629
C23 -1.0558 -4.1346 -3.1983
N5 -0.6148 -3.5798 -2.0152
C24 0.3057 -4.3770 -1.4201
S1 1.0778 -4.1308 0.0469
H17 1.5419 -7.0682 -2.9386
H18 0.8539 -7.2462 -1.3044
H19 2.2494 -6.1946 -1.5521
H20 -0.4251 -6.0226 -4.1477
H21 -1.8085 -3.6693 -3.8083
H22 -0.9521 -2.7248 -1.5706
F1 -0.2419 5.3528 -5.0784
C25 -0.8305 4.5211 -4.2199
C26 -2.1645 4.6868 -3.8849
F2 -2.8565 5.6840 -4.4342
C27 -2.7728 3.8259 -2.9874
F3 -4.0596 4.0295 -2.7041
C28 -2.0869 2.7725 -2.3951
Se1 -2.9092 1.5404 -1.2019
C29 -0.7621 2.6513 -2.7634
F4 -0.0182 1.6194 -2.2358
C30 -0.1146 3.4835 -3.6510
F5 1.1697 3.2967 -3.9590

Forces on the atoms, in the same order (eV/Å):
0.123 -0.147 0.017
-0.010 0.022 -0.039
-0.018 -0.005 0.003
-0.003 -0.003 -0.004
-0.001 0.000 0.003
0.003 0.002 -0.001
-0.002 -0.003 -0.002
0.006 0.005 0.003
-0.001 -0.018 -0.014
-0.025 -0.002 0.056
0.007 0.007 -0.002
-0.008 0.035 0.003
-0.031 0.061 -0.009
0.022 -0.030 0.000
0.007 0.008 -0.004
-0.005 -0.002 -0.003
0.002 -0.001 -0.002
0.005 0.000 0.001
0.004 0.000 -0.011
0.002 0.002 0.002
0.001 0.000 -0.002
0.001 0.000 0.000
0.002 0.000 0.000
0.008 -0.001 0.005
-0.002 -0.002 0.002
0.001 -0.001 0.000
0.001 -0.001 0.003
-0.001 0.000 0.000
0.000 0.002 -0.001
0.007 0.008 -0.001
0.013 0.005 -0.002
-0.014 -0.010 -0.012
0.002 -0.002 0.010
0.036 -0.037 -0.016
-0.005 0.035 0.033
-0.051 0.044 0.012
-0.018 0.000 0.005
0.000 -0.003 0.009
0.000 -0.006 -0.008
0.004 0.002 0.001
0.001 0.004 -0.005
0.001 0.008 0.002
0.006 0.015 -0.001
-0.003 0.003 0.001
-0.023 -0.015 0.011
0.005 0.007 0.003
-0.014 0.001 -0.004
0.030 0.015 0.010
0.005 0.002 -0.015
0.001 -0.011 -0.009
-0.003 -0.003 0.000
0.003 0.002 0.003
0.005 -0.001 -0.004
0.001 -0.001 0.000
-0.001 0.000 -0.005
-0.043 -0.015 0.024
-0.001 0.001 -0.005
0.006 0.001 0.003
-0.016 0.007 0.008
0.005 0.005 0.003
-0.004 0.003 -0.007
0.003 0.001 -0.004
0.042 -0.020 0.014
-0.067 0.008 -0.025
0.001 -0.005 -0.008
0.012 0.011 -0.022
-0.007 0.012 0.001
-0.001 -0.002 0.000

***

# 2
Computed, not measured: a structure of composition C2H3ClFI, with ωB97M-V with the def2-TZVPD basis set.

The value obtained for the HOMO energy is -9.85 eV. As for the LUMO energy: -0.06384 hartree. As for the strongest force on any atom: 2.3 eV/A. As for the total energy: -935.63758 Eh. As for the total charge: 0. The value obtained for the relative energy (zero: lowest compared OMol25 entry of this formula, charge and spin) is 252.8 kJ/mol. For the HOMO-LUMO gap, the calculation gives 8.12 eV.

Positions of all 8 atoms, in Å:
C1 0.2503 0.1060 -0.0437
C2 1.5789 0.6725 0.2384
F1 1.5728 1.6711 -1.8831
Cl1 1.7308 2.0030 1.2019
I1 3.2937 -0.4909 -0.0402
H1 0.2818 -0.9100 -0.2604
H2 -0.4269 0.2467 0.8338
H3 -0.0191 0.7139 -0.9251

Forces on the atoms, in the same order (eV/Å):
-0.525 1.922 1.029
0.822 -0.176 -1.866
0.087 -0.935 2.065
-0.044 0.447 0.077
-0.570 0.455 -0.040
0.222 -1.693 -0.654
0.420 0.216 -0.762
-0.413 -0.237 0.151

***

# 3
Computed, not measured: the ion C4H11NOS with charge +1, with ωB97M-V with the def2-TZVPD basis set.

The value obtained for the HOMO energy (spin up / spin down) is -13.28 / -13.16 eV. As for the LUMO energy (spin up / spin down): -0.15723 / -0.33079 hartree. As for the strongest force on any atom: 2.3 eV/A. As for the total energy: -686.81498 Eh. The spin multiplicity is 2. Its expectation value of S² is 0.754. As for the total charge: +1. The value obtained for the relative energy (zero: lowest compared OMol25 entry of this formula, charge and spin) is 182.7 kJ/mol. For the HOMO-LUMO gap (spin up / spin down), the calculation gives 9.01 / 4.16 eV.

Positions of all 18 atoms, in Å:
C1 1.0298 0.2349 0.9720
O1 1.1073 0.0445 2.3728
C2 -0.4207 0.3662 0.5554
C3 -0.5959 0.2303 -0.9582
C4 -0.6240 -1.2270 -1.4986
S1 1.0151 -1.9366 -1.9446
N1 -1.0006 1.7080 0.8624
H1 1.3978 -0.7235 0.5356
H2 1.6728 0.9902 0.5331
H3 1.3792 0.8727 2.7746
H4 -1.1106 -0.3684 0.9808
H5 0.1596 0.8070 -1.5162
H6 -1.5386 0.7051 -1.2451
H7 -0.9843 -1.8339 -0.6777
H8 -0.9915 -1.0558 -2.5072
H9 0.7970 -3.1167 -1.2464
H10 -0.5707 2.3561 0.2070
H11 -0.7218 1.9470 1.8003

Forces on the atoms, in the same order (eV/Å):
-0.652 -1.951 0.346
0.293 0.528 -0.509
-0.919 1.291 -1.162
0.732 0.421 -0.473
1.818 1.249 0.522
-0.751 -0.424 1.101
0.558 -1.033 -0.417
0.077 0.022 -0.022
-0.011 0.531 0.251
0.147 0.037 0.268
0.545 -0.139 0.544
-0.010 -0.047 0.208
-0.104 -0.357 0.126
-0.977 -0.571 -0.844
-1.053 -0.950 -0.053
0.447 0.677 -0.518
-0.093 0.345 0.343
-0.047 0.372 0.287

***

# 4
Computed, not measured: a cluster of 5 separate species, C36H46F4N2O5P in total, with ωB97M-V with the def2-TZVPD basis set.

The value obtained for the HOMO energy is -4.66 eV. As for the LUMO energy: 0.09171 hartree. As for the strongest force on any atom: 1.0 eV/A. As for the total energy: -2626.08247 Eh. As for the total charge: -1. For the HOMO-LUMO gap, the calculation gives 7.16 eV.

Positions of all 94 atoms, in Å:
C1 -1.1936 2.0596 4.5564
C2 -0.7164 1.8006 3.1176
C3 0.0886 0.5012 2.9318
N1 -0.5700 -0.4929 2.1016
C4 -0.4203 -0.3758 0.6486
N2 0.1065 0.9241 0.2785
C5 -1.7842 -0.6736 -0.0328
C6 -2.9456 0.1105 0.5567
C7 -4.2585 -0.2267 -0.1872
P1 -5.6364 0.6719 0.5516
O1 -5.2747 1.6297 1.6128
O2 -6.3648 1.3391 -0.6946
C8 -7.2492 2.4432 -0.4416
C9 -8.6231 2.0030 0.0389
O3 -6.6572 -0.4420 1.1050
C10 -6.3955 -0.8980 2.4446
C11 -6.9905 -2.2831 2.5956
C12 0.5507 -1.4957 0.1502
O4 0.2260 -2.6446 0.4814
O5 1.5374 -1.1472 -0.5169
H1 -0.7021 1.4082 5.2759
H2 -2.2716 1.9482 4.6661
H3 -0.9826 3.0964 4.8190
H4 -0.0822 2.6281 2.7971
H5 -1.5811 1.8036 2.4583
H6 1.1048 0.7298 2.6001
H7 0.1892 0.0432 3.9196
H8 -0.3182 -1.4313 2.3740
H9 0.4504 0.8760 -0.6703
H10 -0.6326 1.6205 0.3018
H11 -1.9723 -1.7393 0.0926
H12 -1.6919 -0.4452 -1.0975
H13 -3.0726 -0.1364 1.6055
H14 -2.7784 1.1837 0.4593
H15 -4.1705 0.0699 -1.2303
H16 -4.4305 -1.2979 -0.1023
H17 -6.7961 3.1399 0.2591
H18 -7.3433 2.9602 -1.3943
H19 -8.5369 1.2184 0.7850
H20 -9.1372 2.8557 0.4761
H21 -9.2010 1.6142 -0.7969
H22 -6.8024 -0.1877 3.1595
H23 -5.3219 -0.9514 2.6263
H24 -7.9791 -2.3291 2.1419
H25 -7.1087 -2.5270 3.6499
H26 -6.3503 -3.0207 2.1189
F1 4.5233 2.9700 -4.5314
C13 4.5853 1.9922 -3.5909
C14 5.8028 1.4020 -3.3242
C15 5.8515 0.3859 -2.3761
C16 4.6979 -0.0192 -1.7177
C17 3.4850 0.5919 -2.0009
C18 3.4296 1.6103 -2.9409
H27 6.6871 1.7238 -3.8591
H28 6.7958 -0.0975 -2.1599
H29 4.7345 -0.8197 -0.9913
H30 2.5804 0.2583 -1.4995
H31 2.4910 2.0941 -3.1826
F2 -0.0722 -1.4656 -8.4709
C19 0.3553 -1.2167 -7.2096
C20 1.3648 -0.2963 -7.0188
C21 1.7967 -0.0430 -5.7239
C22 1.2235 -0.7126 -4.6505
C23 0.2112 -1.6360 -4.8710
C24 -0.2336 -1.8925 -6.1608
H32 1.8009 0.2085 -7.8707
H33 2.5852 0.6780 -5.5508
H34 1.5648 -0.5192 -3.6413
H35 -0.2305 -2.1594 -4.0335
H36 -1.0243 -2.6047 -6.3559
F3 1.5412 3.9787 5.1392
C25 1.9984 3.3610 6.2413
C26 2.4987 2.0792 6.1274
C27 2.9721 1.4469 7.2667
C28 2.9356 2.0936 8.4950
C29 2.4240 3.3806 8.5837
C30 1.9512 4.0258 7.4502
H37 2.5089 1.5917 5.1611
H38 3.3696 0.4436 7.1932
H39 3.3036 1.5940 9.3812
H40 2.3894 3.8859 9.5398
H41 1.5506 5.0296 7.4953
F4 7.0405 -6.2547 -3.4972
C31 6.2495 -5.1753 -3.7075
C32 6.8182 -4.0228 -4.2086
C33 6.0031 -2.9201 -4.4239
C34 4.6474 -2.9835 -4.1332
C35 4.1020 -4.1531 -3.6241
C36 4.9057 -5.2642 -3.4100
H42 7.8788 -3.9946 -4.4210
H43 6.4282 -2.0058 -4.8163
H44 4.0171 -2.1188 -4.2942
H45 3.0485 -4.1979 -3.3839
H46 4.5014 -6.1862 -3.0146

Forces on the atoms, in the same order (eV/Å):
-0.111 0.429 -0.241
0.277 0.045 0.030
-0.113 -0.269 0.341
-0.310 0.287 0.269
-0.091 -0.325 -0.585
-0.311 0.432 0.209
0.032 0.164 0.586
-0.299 -0.161 -0.610
0.315 0.396 0.451
0.642 0.072 0.404
-0.089 0.057 -0.088
-0.338 -0.167 0.022
-0.321 0.253 -0.168
0.264 -0.089 -0.185
-0.087 0.116 -0.225
0.022 -0.418 0.061
-0.144 0.188 0.022
-0.139 0.087 0.193
-0.222 -0.572 0.355
0.558 0.351 -0.724
0.069 -0.006 0.107
-0.048 -0.246 -0.018
0.059 -0.005 0.227
-0.020 0.095 -0.005
-0.025 -0.120 -0.125
0.033 0.074 -0.170
0.014 -0.106 0.030
0.090 -0.122 -0.152
0.214 -0.180 0.009
0.025 0.025 -0.002
-0.010 -0.115 -0.109
0.047 -0.117 -0.132
0.198 0.149 0.179
0.023 0.110 0.225
-0.117 -0.186 -0.156
-0.176 -0.084 -0.235
0.207 -0.151 0.168
0.073 -0.008 -0.087
-0.007 0.015 0.140
-0.137 0.048 -0.007
-0.132 -0.051 0.017
-0.141 0.117 -0.042
0.109 0.126 -0.025
-0.044 0.043 -0.065
0.147 -0.087 0.072
-0.033 -0.126 -0.025
0.003 0.005 0.017
0.016 -0.100 0.093
0.135 -0.021 -0.088
-0.101 0.008 0.016
0.137 -0.063 -0.007
-0.105 0.077 -0.012
-0.111 0.128 -0.150
-0.013 0.024 0.006
0.021 0.009 -0.006
-0.054 -0.009 0.005
0.126 -0.083 0.111
0.026 0.039 -0.013
-0.003 -0.001 -0.009
0.034 0.018 0.096
0.061 0.069 -0.095
-0.059 -0.080 0.046
0.062 0.057 0.103
0.020 0.011 -0.031
-0.083 -0.080 -0.004
-0.020 -0.007 -0.010
0.019 0.001 -0.005
-0.013 -0.049 0.012
-0.001 0.005 0.023
0.010 -0.001 -0.022
0.000 0.079 -0.033
0.035 -0.110 0.094
0.005 -0.087 -0.149
-0.015 0.062 0.056
0.013 -0.018 0.027
0.016 -0.062 -0.031
-0.039 0.120 0.023
-0.019 0.022 -0.010
-0.008 -0.017 -0.016
0.001 -0.001 0.006
0.002 0.018 0.005
-0.014 -0.007 -0.024
0.008 -0.011 -0.004
-0.067 0.081 -0.003
0.134 0.026 -0.040
-0.079 -0.046 0.021
-0.028 0.097 -0.025
0.032 0.022 -0.026
-0.051 -0.100 0.032
-0.003 -0.026 0.000
0.014 0.016 0.012
-0.006 0.006 0.027
-0.009 0.009 0.029
0.020 0.001 0.016

***

# 5
Computed, not measured: the molecule C23H22N2O3, with ωB97M-V with the def2-TZVPD basis set.

The value obtained for the HOMO energy is -8.17 eV. As for the LUMO energy: 0.01206 hartree. As for the strongest force on any atom: 0.7 eV/A. As for the structure (SMILES): COc1ccc(CC(=O)Nc2cccc(C(=O)Nc3cccc(C)c3)c2)cc1. As for the total energy: -1224.92605 Eh. As for the total charge: 0. The value obtained for the relative energy (zero: lowest compared OMol25 entry of this formula, charge and spin) is 109.4 kJ/mol. For the HOMO-LUMO gap, the calculation gives 8.50 eV.

Positions of all 50 atoms, in Å:
C1 0.9310 4.1476 -0.7034
O1 2.1822 3.4926 -0.7333
C2 2.2052 2.1754 -1.0541
C3 3.4285 1.5215 -0.8904
C4 3.5361 0.1684 -1.1225
C5 2.4279 -0.5763 -1.5141
C6 2.5126 -2.0695 -1.6569
C7 3.2650 -2.8027 -0.5591
O2 3.9489 -3.7740 -0.8057
N1 3.1816 -2.3748 0.7378
C8 2.5531 -1.2704 1.3252
C9 3.2635 -0.5065 2.2493
C10 2.6955 0.6262 2.8004
C11 1.4209 1.0131 2.4315
C12 0.6792 0.2228 1.5601
C13 -0.6694 0.7135 1.1454
O3 -0.9063 1.9023 1.0499
N2 -1.5646 -0.2780 0.8859
C14 -2.8784 -0.1827 0.4138
C15 -3.4766 1.0255 0.0765
C16 -4.7775 1.0282 -0.3953
C17 -5.4849 -0.1507 -0.5347
C18 -4.8973 -1.3670 -0.2008
C19 -5.6649 -2.6443 -0.3584
C20 -3.5958 -1.3695 0.2706
C21 1.2380 -0.9342 1.0292
C22 1.2364 0.0933 -1.7502
C23 1.1153 1.4529 -1.5272
H1 1.1284 5.1366 -0.2935
H2 0.5119 4.2528 -1.7093
H3 0.2224 3.6172 -0.0611
H4 4.2775 2.0988 -0.5605
H5 4.4863 -0.3252 -0.9763
H6 1.5095 -2.5002 -1.7241
H7 3.0297 -2.3330 -2.5852
H8 3.8577 -2.8459 1.3295
H9 4.2726 -0.7915 2.5089
H10 3.2601 1.2222 3.5008
H11 0.9804 1.9205 2.8140
H12 -1.2612 -1.2218 1.0822
H13 -2.9296 1.9455 0.1893
H14 -5.2422 1.9675 -0.6557
H15 -6.5000 -0.1346 -0.9031
H16 -5.0988 -3.4923 0.0187
H17 -6.6096 -2.5878 0.1799
H18 -5.8922 -2.8194 -1.4095
H19 -3.1255 -2.3080 0.5349
H20 0.6812 -1.5588 0.3490
H21 0.3711 -0.4557 -2.0969
H22 0.1651 1.9307 -1.7013

Forces on the atoms, in the same order (eV/Å):
-0.275 0.114 0.033
0.306 -0.187 -0.013
0.045 -0.161 -0.012
-0.087 0.174 0.019
-0.172 0.042 -0.173
-0.111 0.107 -0.337
0.100 0.013 -0.156
-0.080 -0.064 -0.241
0.112 -0.141 -0.172
0.354 -0.224 0.537
-0.287 0.282 0.362
-0.112 -0.133 -0.142
-0.061 -0.023 0.049
-0.148 0.001 -0.029
0.379 0.026 0.063
0.100 -0.101 0.054
-0.122 0.101 0.062
0.112 -0.433 0.035
-0.324 0.203 -0.166
0.190 0.176 0.053
-0.100 -0.162 -0.032
-0.010 0.035 -0.003
0.069 0.067 0.024
-0.002 0.008 -0.024
-0.008 0.079 -0.002
0.064 0.016 0.355
0.302 -0.077 -0.138
-0.051 0.331 -0.039
-0.046 -0.037 -0.053
0.021 -0.004 0.021
0.056 0.032 -0.058
0.108 0.079 0.059
0.129 -0.044 0.074
0.021 -0.017 -0.006
-0.072 -0.113 0.158
-0.133 -0.018 -0.189
0.130 -0.021 -0.019
0.050 0.052 0.064
-0.040 0.093 0.021
0.026 0.221 0.032
0.016 0.014 0.015
-0.029 0.086 -0.018
-0.120 0.004 -0.040
-0.009 -0.088 0.011
-0.062 -0.063 0.023
-0.035 -0.075 -0.040
0.039 -0.115 0.030
-0.039 -0.056 -0.089
-0.101 -0.087 0.010
-0.094 0.087 0.027